Here is one molecule with the formula C3H6P2 from OMol25. Energies are from wB97M-V/def2-TZVPD.

Calculated values
HOMO level (spin up / spin down), eV: -7.69 / -7.70
Electronic energy, Eh: -800.3864
2S+1: 1
Relative energy (zero: lowest compared OMol25 entry of this formula, charge and spin), kJ/mol: 464.3
Total charge: 0

Cartesian coordinates (Å):
1 P 0.55 -1.96 1.96
2 P 0.03 0.67 0.52
3 C -0.93 -0.12 -2.01
4 C 1.04 -0.18 1.83
5 C -0.21 -0.35 -0.74
6 H -1.07 -1.09 -2.50
7 H 0.87 0.34 2.78
8 H -0.16 1.94 1.16
9 H -0.32 0.50 -2.68
10 H -1.89 0.36 -1.90
11 H 2.10 -0.10 1.58